# 1
{
  "formula": "C28H60F12KN2O20S4",
  "method": "ωB97M-V/def2-TZVPD",
  "lumo_ev": 1.5,
  "e_homo_ev": -7.6,
  "orbital_gap_ev": 9.16,
  "total_charge": -1,
  "largest_force_ev_per_a": 2.96,
  "symbols": ["K", "C", "F", "F", "F", "S", "O", "O", "N", "S", "O", "O", "C", "F", "F", "F", "C", "F", "F", "F", "S", "O", "O", "N", "S", "O", "O", "C", "F", "F", "F", "C", "O", "C", "C", "O", "C", "H", "H", "H", "H", "H", "H", "H", "H", "H", "H", "C", "O", "C", "C", "O", "C", "H", "H", "H", "H", "H", "H", "H", "H", "H", "H", "C", "O", "C", "C", "O", "C", "H", "H", "H", "H", "H", "H", "H", "H", "H", "H", "C", "O", "C", "C", "O", "C", "H", "H", "H", "H", "H", "H", "H", "H", "H", "H", "C", "O", "C", "C", "O", "C", "H", "H", "H", "H", "H", "H", "H", "H", "H", "H", "C", "O", "C", "C", "O", "C", "H", "H", "H", "H", "H", "H", "H", "H", "H", "H"],
  "xyz": [[2.05, 2.02, 3.65], [-1.93, 0.86, 2.47], [-1.79, 1.06, 3.76], [-3.11, 0.34, 2.24], [-1.85, 2.01, 1.85], [-0.47, -0.37, 1.97], [-0.03, -0.95, 3.22], [-0.98, -1.30, 0.99], [0.83, 0.62, 1.43], [0.56, 0.80, -0.12], [1.07, -0.29, -0.92], [-0.78, 1.24, -0.43], [1.65, 2.33, -0.42], [1.59, 3.16, 0.63], [2.91, 1.97, -0.63], [1.19, 2.98, -1.49], [-0.43, 2.04, 6.86], [-0.33, 1.10, 5.90], [-1.21, 3.01, 6.45], [-0.93, 1.46, 7.92], [1.36, 2.62, 7.17], [1.26, 3.17, 8.51], [2.18, 1.46, 6.99], [1.61, 3.71, 5.89], [2.56, 4.80, 6.50], [1.86, 5.88, 7.17], [3.70, 4.17, 7.14], [3.27, 5.74, 5.04], [4.35, 6.42, 5.44], [3.68, 4.85, 4.11], [2.43, 6.61, 4.51], [2.81, -6.05, 1.05], [1.56, -5.55, 0.69], [1.13, -4.43, 1.46], [1.82, -3.14, 1.00], [3.01, -2.87, 1.72], [3.53, -1.59, 1.40], [3.62, -5.58, 0.48], [2.83, -7.10, 0.75], [3.08, -6.01, 2.11], [1.39, -4.60, 2.51], [0.06, -4.30, 1.31], [1.14, -2.30, 1.15], [2.02, -3.24, -0.07], [2.95, -0.80, 1.88], [3.57, -1.47, 0.32], [4.53, -1.52, 1.82], [-3.34, -8.45, -0.46], [-2.42, -8.04, 0.51], [-1.33, -7.30, -0.03], [-1.66, -5.99, -0.67], [-2.56, -5.26, 0.17], [-2.76, -3.93, -0.29], [-4.33, -8.50, -0.01], [-3.04, -9.42, -0.89], [-3.46, -7.74, -1.29], [-0.87, -7.95, -0.79], [-0.61, -7.13, 0.78], [-2.12, -6.05, -1.66], [-0.73, -5.40, -0.69], [-3.18, -3.95, -1.30], [-1.87, -3.32, -0.11], [-3.56, -3.60, 0.37], [5.99, 5.98, -0.08], [6.60, 5.74, -1.33], [6.18, 6.56, -2.44], [4.74, 6.29, -2.87], [4.53, 5.09, -3.58], [4.36, 3.99, -2.68], [5.74, 7.04, 0.01], [6.64, 5.59, 0.71], [5.09, 5.36, 0.02], [6.90, 6.18, -3.16], [6.42, 7.60, -2.18], [4.38, 7.19, -3.38], [4.12, 6.22, -1.97], [3.50, 4.20, -2.05], [5.31, 3.91, -2.14], [4.31, 3.06, -3.25], [-1.34, -5.06, 4.29], [-2.55, -4.65, 3.71], [-2.79, -3.28, 3.93], [-3.80, -2.64, 3.02], [-5.00, -3.40, 2.88], [-5.96, -2.84, 2.02], [-1.17, -6.12, 4.11], [-1.37, -4.99, 5.38], [-0.48, -4.56, 3.83], [-1.86, -2.76, 3.68], [-3.03, -3.08, 4.98], [-3.52, -2.43, 1.99], [-4.05, -1.71, 3.55], [-5.63, -2.91, 0.98], [-6.01, -1.77, 2.27], [-6.95, -3.26, 2.18], [-2.25, 0.23, -3.77], [-3.25, 0.45, -2.82], [-3.34, -0.59, -1.88], [-4.26, -0.16, -0.72], [-5.49, 0.41, -1.09], [-6.33, -0.40, -1.89], [-2.55, -0.63, -4.38], [-1.27, -0.08, -3.41], [-2.08, 1.06, -4.45], [-2.32, -0.79, -1.52], [-3.58, -1.58, -2.29], [-3.63, 0.57, -0.23], [-4.50, -1.03, -0.09], [-6.59, 0.24, -2.74], [-7.29, -0.59, -1.41], [-5.86, -1.29, -2.31], [0.45, 3.47, -4.79], [1.45, 3.14, -5.74], [1.69, 4.20, -6.63], [1.08, 3.91, -8.00], [-0.33, 3.92, -8.03], [-0.87, 3.26, -9.14], [-0.52, 3.76, -5.22], [0.72, 4.31, -4.15], [0.30, 2.54, -4.24], [2.74, 4.40, -6.86], [1.30, 5.17, -6.32], [1.42, 2.90, -8.24], [1.50, 4.62, -8.73], [-0.33, 2.36, -9.46], [-0.91, 3.89, -10.03], [-1.84, 2.86, -8.85]]
}

***

# 2
{
  "formula": "C28H60F6O14",
  "method": "ωB97M-V/def2-TZVPD",
  "lumo_ev": [2.2, 2.1],
  "spin_multiplicity": 2,
  "e_homo_ev": [0.2, -5.2],
  "orbital_gap_ev": [1.97, 7.30],
  "total_charge": -1,
  "largest_force_ev_per_a": 6.76,
  "symbols": ["C", "O", "C", "C", "O", "C", "H", "H", "H", "H", "H", "H", "H", "H", "H", "H", "C", "O", "C", "C", "O", "C", "H", "H", "H", "H", "H", "H", "H", "H", "H", "H", "C", "O", "C", "C", "O", "C", "H", "H", "H", "H", "H", "H", "H", "H", "H", "H", "C", "O", "C", "C", "O", "C", "H", "H", "H", "H", "H", "H", "H", "H", "H", "H", "C", "O", "C", "C", "O", "C", "H", "H", "H", "H", "H", "H", "H", "H", "H", "H", "C", "C", "O", "C", "O", "C", "F", "F", "F", "H", "H", "H", "H", "H", "C", "C", "O", "C", "O", "C", "F", "F", "F", "H", "H", "H", "H", "H"],
  "xyz": [[29.58, 1.39, 2.21], [28.91, 2.09, 1.24], [29.73, 2.37, 0.11], [30.61, 3.63, 0.22], [31.58, 3.95, 1.32], [31.10, 4.92, 2.19], [30.50, 1.89, 2.48], [29.84, 0.37, 1.94], [28.96, 1.36, 3.11], [28.98, 2.39, -0.68], [30.37, 1.58, -0.27], [29.86, 4.38, -0.04], [31.27, 3.48, -0.64], [31.64, 5.85, 2.01], [31.46, 4.47, 3.11], [30.06, 5.24, 2.11], [40.67, 0.12, 4.78], [41.40, 1.19, 4.17], [40.65, 2.18, 3.52], [39.89, 1.64, 2.24], [38.51, 2.01, 2.41], [37.66, 1.45, 1.36], [40.03, 0.40, 5.61], [41.27, -0.61, 5.33], [40.18, -0.58, 4.11], [41.35, 2.98, 3.29], [39.98, 2.57, 4.29], [39.98, 0.56, 2.18], [40.35, 2.07, 1.35], [37.85, 1.84, 0.36], [36.69, 1.86, 1.63], [37.72, 0.36, 1.31], [30.28, -0.32, 7.11], [31.42, 0.08, 6.47], [31.29, 1.44, 6.07], [32.55, 1.89, 5.35], [32.68, 1.01, 4.10], [33.56, 1.56, 3.14], [29.33, 0.07, 6.74], [30.38, -0.29, 8.19], [30.31, -1.39, 6.88], [31.17, 2.06, 6.96], [30.52, 1.54, 5.31], [33.31, 1.65, 6.10], [32.61, 2.93, 5.04], [33.32, 1.08, 2.19], [34.61, 1.29, 3.29], [33.53, 2.65, 3.08], [31.63, 12.68, -0.03], [32.53, 13.37, -0.89], [33.82, 12.72, -0.84], [34.98, 13.44, -1.56], [34.71, 13.80, -2.94], [35.81, 14.57, -3.49], [32.12, 12.48, 0.92], [31.39, 11.68, -0.40], [30.73, 13.28, 0.08], [33.74, 11.73, -1.29], [34.00, 12.67, 0.24], [35.97, 13.00, -1.46], [34.91, 14.44, -1.12], [36.73, 14.08, -3.17], [35.80, 15.56, -3.05], [35.72, 14.51, -4.58], [36.04, 8.52, 5.56], [37.37, 8.18, 6.07], [37.81, 9.14, 7.04], [39.26, 8.95, 7.37], [39.45, 7.75, 8.15], [40.01, 6.67, 7.40], [35.96, 9.53, 5.17], [35.31, 8.43, 6.36], [35.72, 7.87, 4.74], [37.22, 9.11, 7.96], [37.73, 10.13, 6.59], [39.62, 9.70, 8.08], [39.93, 9.04, 6.51], [40.33, 5.89, 8.09], [40.92, 6.87, 6.84], [39.22, 6.27, 6.76], [35.44, 4.79, 1.87], [35.21, 6.28, 2.14], [35.37, 6.86, 0.91], [35.72, 8.22, 0.83], [36.02, 8.93, 1.79], [35.89, 8.72, -0.59], [36.25, 7.78, -1.36], [34.76, 9.29, -0.96], [36.84, 9.72, -0.52], [35.65, 4.28, 2.82], [36.36, 4.50, 1.36], [34.63, 4.22, 1.42], [35.94, 6.54, 2.91], [34.23, 6.46, 2.58], [36.43, 4.44, 11.11], [37.26, 4.70, 9.78], [36.60, 4.16, 8.66], [37.34, 3.60, 7.62], [38.56, 3.35, 7.58], [36.43, 3.10, 6.48], [36.86, 3.63, 5.39], [36.57, 1.74, 6.38], [35.22, 3.58, 6.67], [36.13, 3.40, 11.18], [35.59, 5.11, 11.31], [37.18, 4.67, 11.88], [38.22, 4.24, 10.01], [37.42, 5.78, 9.72]]
}

***

Question: What is the formula in the second record?
Answer: C28H60F6O14